14
Properties=species:S:1:pos:R:3:forces:R:3 method="wB97M-V/def2-TZVPD" homo_energy_ev="-14.20 / -14.20" spin_multiplicity=2 charge=+1 relative_energy_ev=1.584 orbital_gap_ev="9.83 / 5.13"
C -0.3944 -1.2548 2.8241 -1.5 2.5 -0.6
S -0.2627 -1.2644 1.0106 1.4 0.7 1.6
C 1.3496 -0.3197 0.9393 -0.8 0.1 -0.2
H -0.9641 -0.3031 3.1977 0.7 -1.3 -1.1
H -1.0057 -2.0535 3.1465 -0.4 -1.1 0.3
H 0.5673 -1.1437 3.2584 0.9 -0.4 0.3
H 1.5113 -0.1152 -0.1209 0.2 -0.1 0.1
H 2.2213 -0.8987 1.3481 -1.1 0.5 -0.1
H 1.1248 0.6534 1.4597 0.5 -1.0 -0.2
O -0.2658 1.0820 -3.2277 0.8 0.6 -0.9
C 0.1684 1.6077 -2.2640 -1.8 -1.4 -0.1
O -0.6101 1.5545 -1.1160 1.2 -1.3 1.6
H 1.1318 2.0028 -2.0348 1.1 0.7 -0.5
H -0.1188 0.7975 -0.6700 -1.3 1.6 -0.3

15
Properties=species:S:1:pos:R:3:forces:R:3 method="wB97M-V/def2-TZVPD" homo_energy_ev=-9.42 smiles="O=CCCSS.O" spin_multiplicity=1 charge=0 relative_energy_ev=1.872 orbital_gap_ev=9.59
O 1.7351 0.1801 2.7074 0.3 -1.5 -3.3
C 1.7071 -0.2728 1.5497 -1.5 1.4 1.5
C 0.6426 0.1481 0.4780 4.1 2.3 2.5
C -0.4417 0.9966 0.9952 -1.6 -1.1 -0.7
S -1.7479 0.8527 -0.3030 -1.0 -0.1 1.1
S -2.7220 -0.8424 0.4550 2.1 -1.0 -2.1
H 2.3941 -1.0143 1.0884 0.4 0.1 0.8
H 0.3154 -0.6784 -0.0188 -0.8 -2.4 -1.3
H 1.2908 0.7526 -0.1944 -0.4 -0.4 -0.2
H -0.2262 1.9967 1.1905 0.7 1.8 -0.2
H -0.8189 0.6639 1.9395 -0.5 -0.6 0.4
H -3.6225 -0.3737 1.2074 -1.7 1.4 1.4
O 0.5683 -0.5573 -4.0672 -0.4 -1.9 2.1
H 0.4792 -0.3079 -3.1124 0.1 0.4 -1.2
H 0.4465 -1.5439 -3.9152 0.3 1.6 -0.9

14
Properties=species:S:1:pos:R:3:forces:R:3 method="wB97M-V/def2-TZVPD" homo_energy_ev=-9.33 spin_multiplicity=1 charge=0 relative_energy_ev=6.589 orbital_gap_ev=9.41
C 0.0911 -1.0424 0.5856 -2.9 -5.0 1.3
C -0.6047 -0.2682 -0.4283 -2.7 -0.8 -1.6
C 0.0579 1.0698 -0.6190 1.7 0.0 6.5
H 1.6035 -0.0946 0.6000 0.7 -5.0 -2.3
H -0.2241 -0.5306 1.4995 0.6 -0.1 0.9
H -0.1322 -2.2111 0.7150 -1.4 2.4 -0.3
H -0.7290 -0.7707 -1.3646 1.6 -0.5 -1.0
H -2.5053 -0.7073 0.8076 2.6 2.4 -4.9
H -0.4021 1.5923 -1.2970 -1.9 2.8 -4.7
H 0.0131 1.7618 0.2767 -1.3 -1.0 -0.3
H 2.0448 1.6857 -0.0613 -3.0 -2.8 -3.1
O 1.3766 -1.1924 0.2761 4.3 5.0 2.8
O -2.0562 -0.2332 -0.2906 -2.1 -1.0 5.6
O 1.4667 0.9407 -0.6996 3.8 3.7 1.1

14
Properties=species:S:1:pos:R:3:forces:R:3 method="wB97M-V/def2-TZVPD" homo_energy_ev=-10.36 smiles="COC(C)=O.O" spin_multiplicity=1 charge=0 relative_energy_ev=0.810 orbital_gap_ev=10.90
C -0.6515 -0.8222 1.4332 0.6 -0.2 1.6
O -0.8279 -0.7370 0.0469 -1.2 -0.2 -0.5
C 0.2275 -0.9892 -0.7012 2.7 0.8 -1.5
C -0.0111 -1.0054 -2.2051 -0.4 -0.1 -0.2
O 1.3887 -0.9996 -0.3176 -1.5 -0.5 0.6
H -0.3680 -1.8573 1.6881 0.0 0.4 0.1
H -1.5808 -0.5694 1.9709 0.3 -0.1 -0.7
H 0.1484 -0.1441 1.7752 -0.3 -0.3 -0.2
H -0.3074 0.0162 -2.4970 0.0 -0.4 0.0
H -0.7868 -1.7091 -2.5513 0.2 0.4 0.3
H 0.9387 -1.2535 -2.7080 -0.5 0.2 0.4
O 0.9747 3.5207 1.3884 -1.1 -0.5 -0.1
H 0.4442 3.3936 0.5695 0.6 0.1 0.9
H 0.4112 3.1562 2.1081 0.6 0.4 -0.8

13
Properties=species:S:1:pos:R:3:forces:R:3 method="wB97M-V/def2-TZVPD" homo_energy_ev="-8.87 / -8.86" spin_multiplicity=1 charge=0 relative_energy_ev=7.148 orbital_gap_ev="8.33 / 8.33"
C 1.0002 -0.3479 0.9440 0.5 -0.2 -2.8
C 1.1429 1.0774 1.3309 -0.1 0.4 -0.2
C -1.1768 -0.2980 -1.4588 0.4 0.1 0.6
O -1.5786 -0.8405 1.1243 -0.4 0.5 0.2
S -0.4760 -0.7936 0.1799 0.3 -1.8 -0.6
H 1.6133 -0.3416 -1.1348 -0.9 -0.2 2.5
H 0.7273 1.8044 0.6292 0.1 0.1 0.1
H 0.6329 1.1993 2.2929 0.0 0.0 0.0
H 2.1993 1.2955 1.4839 -0.1 0.0 0.1
H -1.0437 0.7686 -1.5959 0.0 0.1 0.0
H -0.6229 -0.8499 -2.2090 0.1 0.0 0.0
H -2.2270 -0.5609 -1.4465 -0.2 -0.1 0.1
H -0.1908 -2.1128 -0.1402 0.2 1.0 -0.1

13
Properties=species:S:1:pos:R:3:forces:R:3 method="wB97M-V/def2-TZVPD" homo_energy_ev=-8.16 smiles="C=O.CSC" spin_multiplicity=1 charge=0 relative_energy_ev=1.950 orbital_gap_ev=8.51
C -1.8463 1.4956 0.0205 -1.0 1.2 -1.3
O -2.1628 0.3239 0.0244 1.1 1.9 0.0
H -1.0568 2.0882 -0.6789 -0.9 -2.0 1.3
H -2.4840 2.2980 0.5341 0.6 -1.0 0.1
C 0.3158 -1.4824 -0.9436 -1.8 2.3 0.1
S 1.5563 -1.5587 0.3590 0.6 -0.1 -1.1
C 1.4701 0.1237 0.9779 -1.6 0.2 0.1
H 0.2536 -0.5568 -1.7314 0.6 -2.1 2.1
H 0.3920 -2.3866 -1.4715 0.2 -1.2 -0.9
H -0.6406 -1.5306 -0.3664 0.5 0.3 -1.0
H 0.8442 0.7589 0.2421 1.6 -0.8 1.1
H 2.5276 0.4195 1.1384 -1.1 0.4 0.1
H 0.8309 0.0073 1.8955 1.0 0.8 -0.5

13
Properties=species:S:1:pos:R:3:forces:R:3 method="wB97M-V/def2-TZVPD" homo_energy_ev="-6.55 / -9.38" spin_multiplicity=3 charge=0 relative_energy_ev=1.975 orbital_gap_ev="7.57 / 7.77"
C -0.0135 -0.1731 2.5302 0.2 -0.2 2.2
C -0.3101 0.4932 -2.8281 -2.3 -1.7 0.5
C 0.8927 0.0756 1.3698 -2.3 -2.8 1.2
O -0.7474 -0.3361 -1.7833 -1.4 -0.7 -1.2
S 0.4639 -0.4352 -0.2108 -0.1 -1.5 0.0
H 0.5110 -0.4544 3.4724 0.5 1.0 -0.4
H -0.7061 -1.0297 2.6692 0.1 0.3 -1.8
H -0.6165 0.7303 2.7585 0.3 -0.3 -0.1
H -1.0625 1.2364 -2.9703 0.2 1.3 -0.1
H -0.3024 -0.1089 -3.7066 0.1 -0.7 -1.0
H 0.6680 0.6964 -2.5985 2.4 1.6 0.1
H 1.4670 0.8958 1.2362 1.8 2.6 0.5
H -0.2440 -1.5903 0.0614 0.5 1.1 0.0

14
Properties=species:S:1:pos:R:3:forces:R:3 method="wB97M-V/def2-TZVPD" homo_energy_ev=-8.95 smiles="C=CO.CSS" spin_multiplicity=1 charge=0 relative_energy_ev=1.292 orbital_gap_ev=9.48
C -0.0074 3.3648 -0.9854 0.1 0.6 0.2
C -0.4224 2.7672 0.1232 0.0 -0.1 -0.2
O -1.1878 1.6378 0.1493 -0.3 0.6 -0.4
H 0.8058 4.0697 -0.9198 -0.3 0.5 0.1
H -0.5005 3.2823 -1.9406 0.2 -0.7 -0.3
H -0.2304 3.1810 1.0985 0.5 -0.4 0.3
H -1.3412 1.4602 -0.7915 -0.2 -0.4 0.2
C 0.7376 -3.5783 0.0379 -0.3 -0.9 -0.7
S -0.7245 -2.9768 0.8943 0.5 0.6 0.7
S 0.0902 -1.3345 1.9714 -0.6 -1.0 -0.7
H 1.2409 -4.3630 0.5919 0.2 0.2 0.3
H 0.3420 -4.0895 -0.8533 0.1 0.3 0.1
H 1.4374 -2.8140 -0.2837 -0.1 0.2 0.1
H -0.2398 -0.6069 0.9080 0.2 0.8 0.2

14
Properties=species:S:1:pos:R:3:forces:R:3 method="wB97M-V/def2-TZVPD" homo_energy_ev=-8.68 smiles="C=CO.CSS" spin_multiplicity=1 charge=0 relative_energy_ev=1.303 orbital_gap_ev=9.12
C 0.2786 -1.0204 -1.6805 1.0 0.8 -0.3
C 1.6093 -1.0141 -1.6416 0.1 -1.6 0.4
O 2.3875 -1.4418 -0.5982 -0.2 0.5 0.2
H -0.1190 -0.6263 -2.6050 -0.6 -0.2 0.2
H -0.2872 -1.2597 -0.7963 -0.4 0.1 -0.1
H 2.2194 -0.9353 -2.5328 0.0 0.5 0.0
H 1.8977 -1.4057 0.2468 0.1 0.0 -0.5
C -1.6728 1.8362 1.2043 0.3 -0.9 0.0
S 0.1505 1.6207 1.4495 -1.0 0.6 -0.5
S 0.2696 -0.2570 2.1819 0.2 -0.9 1.1
H -1.7025 2.2867 0.2179 -0.5 0.4 0.2
H -2.1436 0.8520 1.1270 0.4 -0.1 -0.3
H -2.2697 2.3031 1.9856 0.6 0.6 0.0
H -0.6177 -0.9384 1.4414 0.0 0.2 -0.4

14
Properties=species:S:1:pos:R:3:forces:R:3 method="wB97M-V/def2-TZVPD" homo_energy_ev="-12.55 / -12.55" spin_multiplicity=2 charge=+1 relative_energy_ev=1.029 orbital_gap_ev="7.02 / 4.16"
C 1.2354 2.1603 1.5647 0.5 0.9 0.2
S 2.5378 1.1185 0.8569 -1.0 0.2 -0.6
S 1.7170 0.7417 -0.9703 0.7 0.2 1.3
H 0.9347 1.8089 2.5504 -0.2 -0.5 -0.3
H 0.4445 2.3095 0.8419 -0.4 -0.3 0.1
H 1.6414 3.1600 1.7642 0.3 -0.2 -0.2
H 2.8188 0.0286 -1.2356 0.1 -0.2 -0.5
O -2.3740 -3.2757 -0.9675 -0.8 0.4 0.3
C -1.5864 -2.4402 -0.6411 2.6 -1.3 -1.9
C -1.6134 -0.9619 -0.8690 -2.4 -0.1 1.1
H -0.5618 -2.7938 -0.3064 -0.6 0.1 0.5
H -2.6886 -0.7434 -0.8144 0.1 0.4 0.4
H -1.3808 -0.4861 -1.8189 0.9 -0.6 0.0
H -1.1245 -0.6264 0.0451 0.2 1.0 -0.4

13
Properties=species:S:1:pos:R:3:forces:R:3 method="wB97M-V/def2-TZVPD" homo_energy_ev="-8.35 / -8.47" spin_multiplicity=1 charge=0 relative_energy_ev=4.756 orbital_gap_ev="8.22 / 8.43"
C 0.6525 1.3266 1.3903 -1.5 -2.8 1.1
C -0.0219 -1.6146 -0.3248 2.3 0.9 -2.4
C -0.7445 -0.4327 0.2096 0.2 1.2 -0.9
P 1.5312 2.1249 0.2876 -0.2 -0.1 -0.5
P -1.6752 0.5287 -1.0764 0.1 -2.1 -0.4
H 0.4617 0.9723 2.4712 0.5 1.0 -2.0
H 0.7141 -1.9352 0.4301 0.2 -0.1 -0.7
H -0.6080 -2.4822 -0.5929 -0.9 -0.2 0.4
H 0.3985 -1.3631 -1.4588 -0.2 -0.5 3.2
H -1.3120 -0.6845 1.0476 -0.8 0.0 1.6
H 2.4070 2.8933 1.0913 0.1 0.2 0.4
H -1.2800 -0.5239 -2.1317 -0.9 1.5 1.0
H -0.5235 1.1904 -1.3431 1.0 1.1 -0.7

13
Properties=species:S:1:pos:R:3:forces:R:3 method="wB97M-V/def2-TZVPD" homo_energy_ev="-0.19 / -2.99" spin_multiplicity=2 charge=-1 relative_energy_ev=1.804 orbital_gap_ev="4.15 / 6.85"
C -2.6956 0.0264 0.5794 0.3 1.4 0.3
C -2.6739 1.3021 0.9522 0.0 0.0 0.3
H -3.2043 -0.2023 -0.3437 -0.2 -0.7 0.2
H -2.0722 -0.6228 1.1670 0.1 -0.7 -0.5
H -3.3030 2.0331 0.4632 0.2 0.2 -0.2
H -2.0111 1.6447 1.7556 -0.4 -0.1 -0.2
C 0.9301 1.5626 -0.0806 0.4 -0.3 0.4
S 0.9001 -0.1311 0.5784 -0.7 1.4 2.3
S 1.2925 -1.4051 -1.2281 0.7 -1.4 -2.2
H 0.1567 2.1656 0.3901 -0.2 0.0 -0.2
H 0.8348 1.5453 -1.1617 -0.2 0.0 -0.2
H 1.8813 2.0205 0.1621 0.3 0.2 0.0
H 0.3873 -0.8266 -2.0208 -0.2 0.0 0.0

13
Properties=species:S:1:pos:R:3:forces:R:3 method="wB97M-V/def2-TZVPD" homo_energy_ev="-3.08 / -2.92" spin_multiplicity=2 charge=-1 relative_energy_ev=1.916 orbital_gap_ev="6.83 / 6.08"
C -1.4558 -0.1168 1.3543 -2.8 0.9 -1.8
C -2.9150 0.2500 0.8590 -0.5 -0.9 0.6
C -0.4539 0.1991 0.2924 -0.1 1.9 1.8
S 0.6203 -1.0510 0.0928 3.0 -4.4 -0.1
S 1.8598 0.7120 -1.2880 0.8 -0.2 -1.6
H -1.4132 -1.1510 1.4858 -0.2 -1.8 0.7
H -1.2956 0.3523 2.2711 0.6 0.9 1.5
H -3.4388 -0.6398 0.3929 0.7 1.0 0.3
H -3.6178 0.6467 1.6263 0.6 -0.5 0.0
H -2.8774 1.0545 0.1507 0.1 0.3 -0.7
H 0.3328 0.8931 0.5540 -1.1 1.4 0.3
H -0.7986 0.3961 -0.6687 -1.3 1.0 -1.4
H 2.3749 1.8791 -1.7213 0.2 0.4 0.5

13
Properties=species:S:1:pos:R:3:forces:R:3 method="wB97M-V/def2-TZVPD" homo_energy_ev=-8.82 smiles=CCSSC spin_multiplicity=1 charge=0 relative_energy_ev=0.081 orbital_gap_ev=9.72
C -0.5257 -0.5070 -2.1715 0.3 -0.3 -0.1
C -0.8443 -0.5760 -0.7013 -0.6 0.6 0.5
S -0.7196 1.1193 0.0050 0.3 0.1 -0.5
S -0.5262 0.8179 1.9819 -0.4 -0.1 0.4
C 1.2480 0.7123 2.2576 0.2 0.0 -0.2
H 0.4748 -0.1029 -2.3316 -0.1 0.1 -0.1
H -1.2600 0.0940 -2.7028 0.0 0.1 -0.1
H -0.5450 -1.5134 -2.5891 -0.1 0.0 -0.1
H -1.8976 -0.8258 -0.5551 0.2 -0.5 0.1
H -0.1941 -1.2402 -0.1348 0.0 0.0 -0.1
H 1.3797 0.0604 3.1176 0.1 0.1 0.1
H 1.7407 0.2601 1.4024 0.0 -0.1 -0.1
H 1.6694 1.7013 2.4218 0.0 -0.1 0.1

14
Properties=species:S:1:pos:R:3:forces:R:3 method="wB97M-V/def2-TZVPD" homo_energy_ev=-8.41 spin_multiplicity=1 charge=0 relative_energy_ev=1.636 orbital_gap_ev=7.92
C -2.3694 -0.0355 -0.5319 0.0 0.0 0.0
C 1.1436 0.3093 1.1920 0.5 0.0 0.1
C 0.8589 -0.7315 0.1177 1.1 0.5 0.6
H -0.2306 0.8064 -0.7386 -0.7 0.3 0.0
H -3.4308 0.2077 -0.4789 0.1 0.0 0.1
H 0.6959 0.0068 2.1444 0.0 0.0 -0.1
H 0.7225 1.2816 0.9169 0.2 -0.1 0.2
H 2.2202 0.4348 1.3371 -0.1 0.1 0.1
H -0.2191 -0.8773 -0.0160 1.4 0.1 0.2
H 1.2815 -1.7007 0.4000 -0.1 0.0 -0.1
H 0.9869 0.8094 -1.6952 0.4 0.0 -0.3
S -1.4284 1.4106 -0.7029 -0.6 0.1 -0.1
S -1.8513 -1.5660 -0.4529 -2.4 -0.7 -0.7
S 1.6201 -0.3556 -1.4917 0.2 -0.2 0.0

15
Properties=species:S:1:pos:R:3:forces:R:3 method="wB97M-V/def2-TZVPD" homo_energy_ev=-13.50 spin_multiplicity=1 charge=+1 relative_energy_ev=5.272 orbital_gap_ev=8.51
B 1.6164 -2.4740 -0.6570 0.8 0.2 0.0
C 0.6449 -0.2549 0.1672 1.5 3.3 3.0
C -0.8925 1.5238 0.4748 -0.4 1.6 1.3
C -1.5179 -0.3570 -0.9642 -1.0 2.0 1.3
N -0.5396 0.1826 0.0156 -0.9 -0.9 -1.1
O 1.0704 -1.4462 -0.2926 -1.8 -1.6 -1.4
H 1.6838 1.3815 -2.5778 0.5 -0.5 3.5
H 2.4381 -3.2481 -0.9386 -0.2 -0.3 0.0
H 1.8011 1.2542 -1.6889 -0.5 0.5 -3.5
H -1.1415 2.1549 -0.4213 0.9 -0.4 0.7
H -0.0244 1.9021 1.1287 -1.6 -0.3 -1.2
H -1.9164 1.5736 1.0267 2.0 -0.7 -0.5
H -0.8927 -0.3694 -1.8427 -1.0 0.1 -1.1
H -2.4687 0.3500 -0.8550 2.2 -1.8 -1.1
H -1.7672 -1.3334 -0.6515 -0.5 -1.2 0.1

16
Properties=species:S:1:pos:R:3:forces:R:3 method="wB97M-V/def2-TZVPD" homo_energy_ev=-7.96 spin_multiplicity=1 charge=0 relative_energy_ev=2.637 orbital_gap_ev=7.75
B 0.3688 -0.1456 -0.3411 -3.6 -0.7 -0.8
C -1.2986 -1.9498 -1.7353 0.8 0.1 0.1
C -1.6133 2.0473 1.1999 -1.0 1.5 -0.2
C 2.9887 -0.0257 0.8168 -1.3 -1.9 1.7
S 0.4691 -1.4809 -1.4898 0.5 0.1 0.5
S -2.1214 0.6482 0.1734 2.3 -0.6 -1.2
S 1.3232 0.8889 0.5738 2.5 0.7 1.6
H -1.7048 -1.9942 -0.6621 0.0 -0.1 -2.1
H -1.1878 -2.9696 -2.2830 -0.8 1.9 1.0
H -1.6030 -1.0497 -2.3695 -0.5 -1.8 0.9
H -1.3422 1.5499 2.1175 0.4 0.7 0.5
H -2.4962 2.7969 1.3967 1.6 -1.6 -0.4
H -0.7799 2.6340 0.7254 -0.8 -0.6 0.7
H 2.8954 -1.0665 0.3702 0.0 1.3 0.7
H 3.2151 -0.1121 1.9716 -0.7 0.3 -2.4
H 3.7984 0.4400 0.3235 0.6 0.9 -0.5